Density functional theory data (ωB97M-V/def2-TZVPD) for a molecular structure, C15H18N4O4PtS3.

```
45
Properties=species:S:1:pos:R:3
C -1.22 -2.37 1.80
O 2.26 1.15 2.44
C 0.47 2.97 0.51
H 2.35 -2.51 -0.91
O -0.06 1.59 3.20
S -3.18 1.65 -1.63
C 1.12 -2.94 1.78
C -0.22 -3.34 1.71
O 0.44 -0.32 -2.09
H 3.66 -0.30 -1.71
H -3.10 -1.71 -0.36
O -3.28 -1.00 -2.28
C 0.88 5.16 0.71
H 2.64 0.41 -0.45
C 2.69 0.16 -1.51
C 0.05 5.47 -0.36
H 0.91 -2.80 -1.92
N -0.36 3.19 -0.54
H -1.77 -2.11 -1.52
C 1.44 -1.60 1.92
H 1.40 5.95 1.24
S 0.84 1.04 2.23
C -3.67 0.25 -2.58
H -2.26 -2.68 1.78
H 2.47 -1.28 1.98
C 1.83 -2.23 -1.82
Pt -1.20 1.37 -0.57
H -1.68 -0.30 2.07
H -1.47 -4.95 1.77
C -0.90 -1.04 1.95
N 1.09 3.94 1.17
H -1.87 -0.51 -0.82
C -0.62 4.42 -0.97
H -0.09 6.49 -0.69
H 2.49 -2.47 -2.66
N -0.54 -4.67 1.51
H -1.33 4.53 -1.77
C -2.48 -1.35 -1.18
H 0.16 -5.35 1.75
S -4.85 0.44 -3.69
H 1.91 -3.68 1.74
C 0.43 -0.65 1.98
C 1.54 -0.75 -1.83
N 0.47 1.63 0.73
H 2.59 1.09 -2.07
```

For the relative energy (zero: lowest compared OMol25 entry of this formula, charge and spin), the calculation gives 46.2 kcal per mole. For the HOMO energy, the calculation gives -7.9 eV. As for the net charge: 0. Its LUMO energy is -0.05004 Eh. The value obtained for the total energy is -65748.333 eV.